No. 1
Entry from the Open Molecules 2025 dataset: a cluster of 2 separate species, C4H9O in total (ωB97M-V/def2-TZVPD).

Its LUMO energy is 0.1543 hartree. The calculation puts the orbital gap at 6.1 eV.

The geometry in ORCA input format:
```
! RIJCOSX wB97M-V def2-TZVPD def2/J DEFGRID3
* xyz -1 1
C -0.87 0.80 -0.10
O -2.17 0.44 -0.19
C 0.24 0.40 -1.22
C 0.20 -0.24 0.21
C 1.46 0.07 1.12
H -0.71 1.76 0.48
H 3.09 -6.03 0.18
H -0.06 -0.24 -2.07
H 1.02 1.15 -1.30
H 3.00 -5.55 -0.40
H -0.31 -1.17 0.54
H 1.40 1.14 1.41
H 1.30 -0.57 1.98
H 2.47 -0.11 0.72
*
```

Which charges does Mulliken predict for the atoms? In e, they are: number 1, C, carries 0.031; number 2, O, carries -0.884; number 3, C, carries -0.966; number 4, C, carries 0.034; number 5, C, carries -1.161; number 6, H, carries 0.168; number 7, H, carries 0.002; number 8, H, carries 0.323; number 9, H, carries 0.254; number 10, H, carries -0.002; number 11, H, carries 0.352; number 12, H, carries 0.275; number 13, H, carries 0.307; number 14, H, carries 0.267

=====

No. 2
Entry from the Open Molecules 2025 dataset: a cluster of 2 separate species, C4H9O in total (ωB97M-V/def2-TZVPD).

Its LUMO energy is 0.1318 hartree. The calculation puts the orbital gap at 5.5 eV.

The geometry in ORCA input format:
```
! RIJCOSX wB97M-V def2-TZVPD def2/J DEFGRID3
* xyz -1 1
C -1.99 1.41 1.19
O -3.15 1.66 1.77
H -1.33 2.32 0.98
H -1.26 0.77 1.75
H -2.02 0.95 0.14
C 1.43 -1.78 -1.06
C 0.54 -0.61 -0.72
C 0.95 0.45 -0.05
H 1.46 -1.95 -2.14
H 2.45 -1.58 -0.72
H 1.09 -2.71 -0.60
H -0.49 -0.69 -1.04
H 0.35 1.32 0.20
H 1.98 0.45 0.32
*
```

Which charges does Mulliken predict for the atoms? In e, they are: number 1, C, carries -0.339; number 2, O, carries -0.844; number 3, H, carries 0.092; number 4, H, carries 0.128; number 5, H, carries 0.002; number 6, C, carries -1.030; number 7, C, carries 0.200; number 8, C, carries -0.686; number 9, H, carries 0.267; number 10, H, carries 0.285; number 11, H, carries 0.247; number 12, H, carries 0.307; number 13, H, carries 0.210; number 14, H, carries 0.161

=====

No. 3
Entry from the Open Molecules 2025 dataset: a cluster of 2 separate species, C4H9O2 in total (ωB97M-V/def2-TZVPD).

Its LUMO energy is 0.1426 hartree. The calculation puts the orbital gap at 7.7 eV.

The geometry in ORCA input format:
```
! RIJCOSX wB97M-V def2-TZVPD def2/J DEFGRID3
* xyz -1 1
C -0.27 1.81 0.95
C 1.26 1.83 0.94
O 1.82 0.69 0.91
O 1.82 2.94 0.99
H -0.68 1.21 0.14
H -0.67 2.83 0.89
H -0.63 1.43 1.91
C -1.08 -1.67 -0.74
C 0.41 -1.49 -0.93
H -1.63 -0.93 -1.32
H -1.44 -2.63 -1.14
H -1.37 -1.60 0.30
H 0.99 -2.09 -0.24
H 0.76 -0.48 -0.73
H 0.71 -1.86 -1.92
*
```

Which charges does Mulliken predict for the atoms? In e, they are: number 1, C, carries -0.586; number 2, C, carries 0.517; number 3, O, carries -0.704; number 4, O, carries -0.736; number 5, H, carries 0.054; number 6, H, carries 0.299; number 7, H, carries 0.170; number 8, C, carries -0.894; number 9, C, carries -0.648; number 10, H, carries 0.253; number 11, H, carries 0.351; number 12, H, carries 0.260; number 13, H, carries 0.229; number 14, H, carries 0.147; number 15, H, carries 0.287

=====

No. 4
Entry from the Open Molecules 2025 dataset: a cluster of 2 separate species, C4H9O2 in total (ωB97M-V/def2-TZVPD).

Its LUMO energy is 0.1493 hartree. The calculation puts the orbital gap at 7.9 eV.

The geometry in ORCA input format:
```
! RIJCOSX wB97M-V def2-TZVPD def2/J DEFGRID3
* xyz -1 1
C 0.56 -1.85 -0.27
C -0.06 -1.73 1.15
O -1.17 -1.16 1.24
O 0.62 -2.23 2.08
H 1.18 -0.97 -0.43
H -0.16 -1.74 -1.09
H 0.89 -2.88 -0.43
C -0.62 1.41 -0.86
C 0.24 1.77 0.33
H -1.62 1.06 -0.60
H -0.65 2.18 -1.63
H -0.35 0.49 -1.39
H -0.14 2.72 0.73
H -0.01 1.00 1.07
H 1.29 1.95 0.11
*
```

Which charges does Mulliken predict for the atoms? In e, they are: number 1, C, carries -0.856; number 2, C, carries 0.591; number 3, O, carries -0.701; number 4, O, carries -0.749; number 5, H, carries 0.154; number 6, H, carries 0.259; number 7, H, carries 0.335; number 8, C, carries -0.786; number 9, C, carries -0.791; number 10, H, carries 0.244; number 11, H, carries 0.367; number 12, H, carries 0.156; number 13, H, carries 0.319; number 14, H, carries 0.215; number 15, H, carries 0.243

=====

No. 5
Entry from the Open Molecules 2025 dataset: a cluster of 2 separate species, C4H9O2S in total (ωB97M-V/def2-TZVPD).

Its LUMO energy is 0.1345 hartree. The calculation puts the orbital gap at 8.0 eV.

The geometry in ORCA input format:
```
! RIJCOSX wB97M-V def2-TZVPD def2/J DEFGRID3
* xyz -1 1
O -2.26 1.39 -0.41
C -2.71 0.36 0.13
O -2.11 -0.76 0.19
H -3.71 0.39 0.63
H -0.97 -0.94 1.14
C 1.57 -0.83 -1.03
C 0.83 0.43 -0.61
C 0.81 0.61 0.90
S 0.31 -0.88 1.83
H 2.48 -1.03 -0.48
H 1.78 -0.89 -2.11
H 0.90 -1.66 -0.74
H 1.32 1.23 -1.15
H -0.25 0.42 -0.84
H 0.18 1.40 1.27
H 1.83 0.75 1.29
*
```

Which charges does Mulliken predict for the atoms? In e, they are: number 1, O, carries -0.651; number 2, C, carries -0.002; number 3, O, carries -0.681; number 4, H, carries 0.402; number 5, H, carries 0.240; number 6, C, carries -1.198; number 7, C, carries 0.120; number 8, C, carries -0.837; number 9, S, carries -0.420; number 10, H, carries 0.303; number 11, H, carries 0.336; number 12, H, carries 0.307; number 13, H, carries 0.342; number 14, H, carries 0.036; number 15, H, carries 0.359; number 16, H, carries 0.345

=====

No. 6
Entry from the Open Molecules 2025 dataset: a cluster of 2 separate species, C4H9O2S in total (ωB97M-V/def2-TZVPD).

Its LUMO energy (alpha / beta) is 0.0250 / -0.1279 hartree. The calculation puts the orbital gap (alpha / beta) at 9.1 / 4.9 eV.

The geometry in ORCA input format:
```
! RIJCOSX wB97M-V def2-TZVPD def2/J DEFGRID3
* xyz 0 2
C -0.77 0.11 -2.09
C -2.37 -0.01 0.15
S -2.35 0.84 -1.54
H 0.01 0.26 -1.31
H -0.79 -0.96 -2.29
H -0.34 0.79 -2.83
H -2.47 -1.08 0.01
H -3.11 0.47 0.79
H -1.37 0.21 0.62
C 2.03 -0.61 1.55
C 1.84 0.63 0.75
O 2.63 0.92 -0.22
O 0.88 1.34 1.01
H 1.08 -1.04 1.87
H 2.61 -0.40 2.45
H 2.48 -1.47 1.08
*
```

Which charges does Mulliken predict for the atoms? In e, they are: number 1, C, carries -0.351; number 2, C, carries -0.600; number 3, S, carries -0.072; number 4, H, carries -0.241; number 5, H, carries 0.307; number 6, H, carries 0.336; number 7, H, carries 0.263; number 8, H, carries 0.321; number 9, H, carries 0.056; number 10, C, carries -0.995; number 11, C, carries 0.780; number 12, O, carries -0.283; number 13, O, carries -0.468; number 14, H, carries 0.275; number 15, H, carries 0.298; number 16, H, carries 0.372

=====

Record order is preserved below.
ΔE to the lowest compared entry with this formula, charge and spin: 47.7; 25.7; 3.3; 12.2; 13.8; 25.5 kcal per mole
Record order is preserved below.
Strongest force on any atom: 2.7; 0.7; 0.7; 1.7; 1.8; 2.2 eV Å⁻¹
Record order is preserved below.
Electronic energy: -232.94300; -232.97792; -308.33964; -308.32540; -706.52597; -706.38324 hartree